9
Properties=species:S:1:pos:R:3:forces:R:3:nbo_charge:R:1 method="wB97M-V/def2-TZVPD" orbital_gap_ev=10.1 homo_energy_ev=-9.853 e_above_lowest_kj_mol=551.1
C -2.32621 -0.35346 1.09073 -0.47 -0.39 0.20 -0.15
N 1.27172 -0.32265 -1.00084 0.18 2.87 -1.24 -0.67
N 0.97547 -0.39480 0.38418 0.26 0.21 -1.02 -0.20
O -0.05944 0.60234 0.79366 -0.93 -3.75 -2.39 -0.61
S -3.22944 0.17288 -0.02364 -0.02 0.11 -0.11 0.12
H 0.38998 1.28618 1.19979 2.03 1.91 1.43 0.47
H 0.41740 -0.13596 -1.62535 1.32 -0.42 1.42 0.34
H 1.91631 0.51921 -1.15170 -1.22 -1.61 0.22 0.34
H 0.64423 -1.37374 0.33316 -1.15 1.08 1.49 0.36